C63H133N7O7 | wB97M-V/def2-TZVPD

XYZ file:
```
210
C63H133N7O7 wB97M-V/def2-TZVPD
C -10.42 0.22 -6.54
C -10.65 0.34 -5.00
C -9.48 -0.39 -4.30
C -10.56 1.88 -4.59
C -11.78 2.58 -5.06
C -13.01 2.00 -4.30
C -13.27 0.49 -4.55
C -14.17 -0.05 -3.38
C -14.07 0.30 -5.85
N -11.94 -0.29 -4.55
O -11.99 -1.63 -4.72
H -11.00 0.82 -7.24
H -9.38 0.49 -6.66
H -10.57 -0.83 -6.82
H -8.59 0.23 -4.19
H -9.73 -0.65 -3.27
H -9.07 -1.22 -4.86
H -10.35 2.08 -3.54
H -9.72 2.39 -5.06
H -11.95 3.64 -4.90
H -11.89 2.39 -6.13
H -13.86 2.60 -4.64
H -12.94 2.20 -3.23
H -14.29 -1.13 -3.32
H -15.18 0.35 -3.31
H -13.72 0.18 -2.42
H -14.49 -0.70 -5.71
H -13.53 0.20 -6.80
H -14.91 0.98 -5.95
H -11.93 -2.00 -3.84
C 1.35 0.35 -10.08
C 1.13 -1.19 -9.73
C -0.20 -1.13 -8.86
C 0.91 -1.96 -11.15
C 2.15 -2.60 -11.79
C 2.97 -3.38 -10.74
C 3.41 -2.47 -9.57
C 3.93 -3.43 -8.62
C 4.58 -1.52 -10.01
N 2.26 -1.73 -8.97
O 2.49 -1.17 -7.70
H 1.86 0.95 -9.33
H 1.85 0.61 -11.01
H 0.39 0.83 -10.31
H -0.09 -0.46 -8.00
H -1.10 -0.98 -9.45
H -0.28 -2.10 -8.37
H 0.28 -2.81 -10.88
H 0.40 -1.30 -11.84
H 1.95 -3.13 -12.72
H 2.64 -1.73 -12.22
H 3.89 -3.76 -11.20
H 2.45 -4.27 -10.38
H 4.81 -3.95 -9.01
H 3.34 -4.33 -8.45
H 4.18 -3.22 -7.58
H 5.27 -1.24 -9.21
H 4.19 -0.60 -10.44
H 5.19 -2.02 -10.77
H 2.23 -1.90 -7.14
C -2.58 -1.89 1.44
C -1.93 -2.24 2.83
C -2.77 -2.15 4.10
C -1.66 -3.78 2.79
C -0.33 -4.15 2.14
C 0.82 -3.35 2.68
C 0.57 -1.81 2.63
C 1.66 -1.05 3.36
C 0.64 -1.47 1.10
N -0.68 -1.43 3.17
O -1.01 -0.04 3.24
H -1.99 -2.34 0.64
H -3.56 -2.37 1.40
H -2.58 -0.83 1.18
H -3.26 -1.19 4.22
H -3.63 -2.79 3.91
H -2.23 -2.46 4.99
H -1.80 -4.38 3.69
H -2.46 -4.13 2.13
H 0.01 -5.17 2.32
H -0.42 -3.98 1.07
H 1.74 -3.54 2.13
H 1.03 -3.63 3.72
H 1.77 -0.08 2.87
H 2.67 -1.47 3.37
H 1.37 -0.86 4.39
H 0.05 -2.05 0.39
H 1.68 -1.59 0.78
H 0.39 -0.43 0.91
H -1.16 -0.02 4.19
C -4.33 -8.24 -4.90
C -3.60 -9.61 -4.98
C -2.39 -9.47 -6.02
C -3.13 -9.84 -3.51
C -2.60 -11.29 -3.35
C -3.69 -12.17 -3.68
C -4.27 -12.12 -5.09
C -3.31 -12.82 -6.05
C -5.63 -12.88 -5.12
N -4.56 -10.66 -5.36
O -5.12 -10.50 -6.60
H -3.70 -7.54 -4.35
H -4.53 -7.86 -5.90
H -5.32 -8.30 -4.44
H -1.77 -10.37 -6.09
H -2.62 -8.98 -6.96
H -1.72 -8.80 -5.47
H -2.24 -9.32 -3.15
H -3.90 -9.81 -2.73
H -1.84 -11.46 -4.11
H -2.34 -11.42 -2.30
H -4.50 -12.20 -2.96
H -3.19 -13.13 -3.55
H -3.04 -13.75 -5.55
H -2.43 -12.22 -6.26
H -3.70 -13.18 -7.00
H -5.93 -13.24 -6.11
H -6.46 -12.45 -4.56
H -5.40 -13.81 -4.60
H -6.05 -10.31 -6.44
C -2.10 10.87 9.19
C -1.99 9.75 10.25
C -0.65 9.75 10.90
C -3.01 10.17 11.39
C -4.45 10.08 11.00
C -4.78 8.62 10.69
C -3.77 8.03 9.53
C -3.84 6.48 9.66
C -4.19 8.37 8.03
N -2.39 8.44 9.80
O -1.44 8.00 8.82
H -1.85 11.86 9.55
H -1.53 10.62 8.30
H -3.13 11.10 8.89
H -0.61 8.95 11.63
H 0.21 9.58 10.25
H -0.56 10.71 11.41
H -2.96 9.49 12.23
H -2.70 11.08 11.90
H -4.98 10.50 11.86
H -4.74 10.77 10.21
H -5.82 8.58 10.35
H -4.45 8.19 11.63
H -4.79 6.03 9.37
H -3.69 6.32 10.72
H -3.08 5.95 9.08
H -3.84 9.35 7.71
H -5.27 8.23 7.96
H -3.94 7.59 7.32
H -1.85 8.12 7.96
C 7.12 4.17 -2.88
C 7.49 5.40 -3.77
C 6.86 5.34 -5.18
C 6.89 6.75 -3.20
C 7.53 7.31 -1.99
C 9.03 7.48 -2.29
C 9.77 6.23 -2.77
C 11.06 6.79 -3.44
C 10.02 5.33 -1.48
N 8.99 5.58 -3.88
O 9.72 4.56 -4.57
H 7.54 4.13 -1.88
H 6.06 3.90 -2.83
H 7.62 3.31 -3.31
H 5.78 5.41 -5.18
H 7.12 6.14 -5.87
H 7.35 4.59 -5.80
H 7.10 7.51 -3.95
H 5.81 6.66 -3.26
H 7.21 8.35 -1.94
H 7.27 6.71 -1.11
H 9.42 7.76 -1.31
H 9.11 8.28 -3.02
H 10.88 7.46 -4.28
H 11.65 5.99 -3.88
H 11.75 7.27 -2.75
H 10.69 5.84 -0.79
H 10.49 4.43 -1.87
H 9.12 5.03 -0.94
H 10.10 4.02 -3.88
C 5.86 -0.40 10.35
C 7.42 -0.35 10.73
C 7.88 0.65 11.92
C 7.66 -1.82 11.18
C 9.12 -2.25 11.20
C 9.83 -1.92 9.92
C 9.63 -0.47 9.41
C 10.64 0.60 10.01
C 10.06 -0.61 7.87
N 8.18 -0.09 9.44
O 7.93 1.05 8.86
H 5.59 -1.16 9.62
H 5.25 -0.42 11.25
H 5.75 0.57 9.86
H 8.50 0.04 12.57
H 8.43 1.57 11.70
H 7.14 0.85 12.69
H 7.34 -2.04 12.20
H 7.14 -2.48 10.49
H 9.58 -1.76 12.06
H 9.16 -3.28 11.54
H 9.54 -2.62 9.14
H 10.86 -2.18 10.17
H 10.76 0.36 11.06
H 10.27 1.62 9.89
H 11.60 0.59 9.49
H 11.03 -1.07 7.70
H 9.97 0.36 7.37
H 9.22 -1.10 7.38
H 7.19 1.03 8.26
```

Summary:
Energy above the lowest of the compared OMol25 structures with the same formula, charge and spin   890.1 kJ/mol
Strongest force on any atom   6.01 eV Å⁻¹
Kohn-Sham gap   8.504 eV
SMILES string   CC1(C)CCCC(C)(C)N1O.CC1(C)CCCC(C)(C)N1O.CC1(C)CCCC(C)(C)N1O.CC1(C)CCCC(C)(C)N1O.CC1(C)CCCC(C)(C)N1O.CC1(C)CCCC(C)(C)N1O.CC1(C)CCCC(C)(C)N1O